# 1
C4H8O3 | ωB97M-V with the def2-TZVPD basis set

Last column: Löwdin charge in e.
Geometry (Å):
C1 2.49063 -0.08581 0.53349  -0.04
O1 1.13011 0.33227 0.67608  -0.03
C2 0.20474 -0.51488 0.21072  -0.47
O2 0.44725 -1.58529 -0.29820  0.12
C3 -1.19860 0.05875 0.33336  -0.36
C4 -1.49061 0.92468 -0.89337  -0.02
O3 -2.15285 -0.96760 0.46223  -0.01
H1 2.64609 -1.05565 1.01175  0.10
H2 3.08488 0.68442 1.02531  0.09
H3 2.76097 -0.15889 -0.52313  0.10
H4 -1.24583 0.65798 1.24806  0.15
H5 -0.88801 1.83893 -0.92040  0.09
H6 -2.55032 1.18584 -0.88011  0.09
H7 -1.29185 0.34370 -1.80110  0.09
H8 -1.94660 -1.65848 -0.18468  0.10

Atomic forces in eV per Å
0.23 -0.05 -0.02
-0.18 -0.06 -0.03
0.01 -0.32 -0.21
-0.06 0.44 0.25
0.04 0.17 0.04
0.03 0.00 -0.10
0.06 -0.16 -0.05
-0.03 0.13 -0.07
-0.07 -0.13 -0.08
-0.06 0.00 0.13
-0.05 -0.09 -0.14
-0.07 -0.18 0.06
0.11 0.05 0.01
-0.04 0.11 0.08
0.09 0.10 0.12

Summary:
* highest occupied orbital energy: -10.46 eV
* SMILES: COC(=O)[C@@H](C)O
* energy relative to the best compared isomer or geometry (same formula, charge and spin): 17.7 kcal/mol
* charge: 0

***

# 2
C2H2O6Rb | ωB97M-V with the def2-TZVPD basis set

Last column: Löwdin charge in e.
Geometry (Å):
Rb1 -0.35984 -1.32147 -4.46613  0.96
O1 -3.36739 -1.29394 1.35797  0.04
C1 -4.07441 -0.54981 0.48543  -0.91
O2 -3.54908 -0.31735 -0.62047  -0.10
O3 -5.12760 -0.01620 0.89674  -0.08
H1 -2.71025 -1.54580 0.70503  0.07
O4 4.36213 1.74163 -0.14445  0.05
C2 3.58853 0.74677 0.24007  -0.94
O5 3.46553 0.53811 1.46371  -0.08
O6 2.99994 0.04817 -0.61079  -0.10
H2 4.77243 1.96990 0.69289  0.09

Atomic forces in eV per Å
-0.01 0.21 0.63
0.57 -1.20 0.18
-2.75 3.40 0.24
1.08 -0.90 -1.40
0.13 -0.86 0.26
1.02 -0.53 0.42
1.76 1.89 -1.03
-3.05 -3.64 1.07
0.85 0.75 1.01
0.23 0.44 -1.58
0.17 0.45 0.21

Summary:
* highest occupied orbital energy: -3.91 eV
* energy relative to the best compared isomer or geometry (same formula, charge and spin): 90.8 kcal/mol
* charge: -1

***

# 3
C26H43BF2O9 | ωB97M-V with the def2-TZVPD basis set

Last column: Löwdin charge in e.
Geometry (Å):
C1 2.30321 -4.06134 -1.19072  0.00
C2 2.13422 -2.58626 -1.09827  -0.08
C3 2.92526 -1.55909 -0.10056  -0.30
C4 2.45337 -0.06444 -0.56891  -0.17
C5 0.88494 0.30423 -0.27112  -0.20
C6 0.19743 1.24494 -1.47058  -0.18
C7 -1.42497 0.91765 -1.44360  -0.20
C8 -1.86172 -0.26031 -2.54553  -0.18
C9 -1.79432 -1.73094 -1.82567  -0.24
C10 -2.98937 -2.77891 -2.32353  -0.21
C11 -2.47032 -4.28159 -1.80377  -0.27
C12 -3.75420 -5.29879 -1.84944  -0.16
C13 4.54560 -1.68270 -0.49276  -0.02
C14 5.00867 -2.90577 0.51281  -0.22
O1 6.12480 -3.64095 0.52295  -0.02
O2 3.86865 -3.12756 1.46347  -0.08
C15 2.99137 -1.91071 1.53262  -0.22
C16 3.53877 -0.59697 2.34144  -0.09
C17 3.63960 -0.74967 3.96647  -0.37
C18 2.22733 -0.34509 4.76659  -0.10
C19 4.21858 -2.18144 4.51051  -0.09
B1 1.56389 -2.62815 2.04498  -0.30
C20 0.15359 -1.80086 2.29458  -0.04
O3 1.50819 -4.10111 2.35300  0.01
H1 3.27852 -4.58678 -1.61338  0.09
H2 1.40707 -4.74784 -0.80733  0.08
H3 1.37272 -2.09396 -1.87107  0.11
H4 2.59257 -0.01100 -1.75070  0.13
H5 3.12076 0.80632 -0.12842  0.12
H6 0.26668 -0.68906 -0.26112  0.07
H7 0.82389 0.83034 0.78708  0.11
H8 0.39656 2.37535 -1.18465  0.10
H9 0.72491 0.93276 -2.48029  0.11
H10 -1.97032 1.92284 -1.70521  0.08
H11 -1.66737 0.53739 -0.35641  0.11
H12 -1.06612 -0.23316 -3.43377  0.12
H13 -2.95505 -0.03013 -2.89324  0.11
H14 -0.78318 -2.23535 -2.15495  0.09
H15 -1.81383 -1.64753 -0.64221  0.10
H16 -3.03950 -2.70111 -3.49032  0.12
H17 -3.96776 -2.46598 -1.76314  0.11
H18 -1.55317 -4.64199 -2.45809  0.11
H19 -2.09074 -4.16143 -0.68049  0.11
H20 -3.70683 -5.98795 -0.90235  0.07
H21 -4.74315 -4.63233 -1.80594  0.08
H22 -3.72687 -5.96175 -2.81562  0.08
H23 5.16070 -0.72825 -0.15511  0.13
H24 4.71955 -1.98510 -1.61444  0.14
H25 4.62874 -0.32798 1.94479  0.13
H26 2.89610 0.38959 2.14292  0.13
H27 4.42052 0.07758 4.32858  0.14
H28 2.57515 -0.06397 5.86823  0.09
H29 1.61042 -1.35471 4.89024  0.08
H30 1.62937 0.50881 4.23511  0.08
H31 3.37012 -2.98671 4.48741  0.09
H32 4.75567 -2.06144 5.54931  0.09
H33 5.05717 -2.52867 3.74588  0.09
H34 -0.63140 -1.97682 1.41999  0.07
H35 0.37684 -0.63407 2.34683  0.06
H36 -0.39839 -2.07250 3.29072  0.09
H37 1.42193 -4.63025 1.50662  0.09
O4 -4.13700 2.13044 -1.32131  0.13
C21 -4.42831 3.23456 -1.75019  -0.49
O5 -5.66546 3.80468 -1.62405  0.08
C22 -5.55216 5.12027 -2.12837  -0.07
C23 -4.37725 5.01708 -3.03977  -0.33
F1 -3.69431 6.18311 -3.08009  0.09
O6 -3.56361 4.04716 -2.41999  0.12
H38 -5.38439 5.81410 -1.29781  0.15
H39 -6.46262 5.41780 -2.65555  0.15
H40 -4.62499 4.69453 -4.05668  0.18
O7 -2.39626 8.34251 0.14060  0.15
C24 -1.79387 7.28717 0.24662  -0.50
O8 -2.39126 6.05677 0.21978  0.06
C25 -1.34636 5.10505 0.23878  -0.08
C26 -0.22406 5.86933 0.85360  -0.33
F2 0.96660 5.45235 0.36766  0.08
O9 -0.44506 7.19021 0.41395  0.15
H41 -1.12924 4.78402 -0.78552  0.14
H42 -1.62531 4.22833 0.82948  0.15
H43 -0.20992 5.84319 1.94843  0.18

Atomic forces in eV per Å
-0.17 1.78 0.31
-0.12 -1.81 0.30
2.00 1.16 -2.81
-0.34 0.70 -0.46
0.26 -0.15 -0.50
0.17 -0.87 1.50
0.88 0.40 -0.93
0.59 0.34 1.22
-0.10 -0.44 -0.80
2.17 0.27 1.15
-0.84 0.79 -0.05
0.39 0.22 0.34
0.06 -0.93 1.38
3.08 -2.77 0.43
-7.51 4.75 0.07
3.35 2.07 -1.51
-0.86 -0.85 -1.80
0.84 0.32 0.37
0.21 0.95 1.02
1.17 -1.39 0.41
0.60 0.32 -1.22
-1.08 -1.56 0.65
-0.31 1.22 0.12
-0.21 2.56 -2.19
-1.54 1.12 2.47
1.42 1.41 -2.54
0.51 -1.09 2.87
-0.14 -0.24 2.47
-1.14 -1.96 -0.81
1.21 1.90 0.18
-0.12 -1.08 -2.22
-0.33 -2.25 -0.93
-1.23 0.90 1.91
0.97 -2.28 0.71
0.15 1.00 -2.16
-2.05 0.00 1.72
2.14 -0.47 0.47
-1.86 0.93 0.89
-0.01 -0.15 -2.50
-0.26 -0.30 2.25
1.67 -0.73 -1.38
-1.97 0.71 1.32
-0.82 -0.22 -2.42
-0.29 1.18 -1.93
2.13 -1.72 -0.14
-0.24 1.33 1.89
-1.29 -1.97 -0.96
-0.20 0.71 2.36
-2.26 -0.72 0.79
1.11 -2.46 0.16
-1.60 -1.70 -1.01
-0.99 -0.32 -2.38
0.93 2.35 -0.43
1.13 -1.68 1.16
1.69 1.41 0.29
-1.46 -0.30 -1.93
-1.77 0.59 1.65
1.70 0.27 1.73
-0.65 -2.43 -0.18
1.15 0.24 -1.85
0.52 0.90 1.50
-0.96 2.75 -0.94
0.24 -2.83 1.43
0.99 -0.73 -0.13
-1.08 0.77 0.17
0.53 0.75 -0.31
0.14 0.08 -0.22
-0.66 -0.53 0.11
0.23 0.01 -0.21
0.09 -0.23 0.13
0.16 0.13 0.03
1.44 -2.64 0.20
-1.85 2.82 -0.50
0.24 1.00 0.12
-0.40 -1.26 -0.14
0.81 -0.05 -0.07
0.28 -0.06 0.12
-0.87 -0.19 0.26
0.21 0.10 0.12
-0.13 0.20 -0.08
0.19 -0.01 -0.11

Summary:
* highest occupied orbital energy: -8.11 eV
* SMILES: C=C[C@]1(CCCCCCCCC)CC(=O)O[C@]1(CC(C)C)B(C)O.O=C1OC[C@@H](F)O1.O=C1OC[C@@H](F)O1
* energy relative to the best compared isomer or geometry (same formula, charge and spin): 137.9 kcal/mol
* charge: 0

***

# 4
C3H7N3S | ωB97M-V with the def2-TZVPD basis set

Last column: Löwdin charge in e.
Geometry (Å):
C1 -0.25391 -1.62959 -0.32656  -0.08
C2 -0.02181 -0.31025 0.43741  -0.34
C3 -0.92583 0.87308 0.15379  -0.14
N1 0.04966 1.91026 -0.09124  -0.04
N2 1.29381 1.43509 -0.06429  0.03
N3 1.35779 0.20272 0.22219  -0.66
S1 2.65727 -0.76630 0.07140  0.51
H1 -0.27508 -2.63660 0.19692  0.11
H2 0.59726 -1.75877 -1.02032  0.03
H3 -1.11577 -1.58376 -0.87943  0.03
H4 -0.09178 -0.58969 1.47864  0.13
H5 -1.58625 0.74161 -0.72614  0.11
H6 -1.65101 1.25096 1.03788  0.16
H7 -0.03434 2.86124 -0.49026  0.16

Atomic forces in eV per Å
2.32 -1.04 0.36
-0.53 -2.23 1.12
-2.49 1.54 0.75
0.87 0.50 0.03
1.25 0.46 -0.30
-2.51 2.14 -0.79
1.69 -0.88 0.30
0.06 1.68 0.18
-0.47 0.14 0.13
-2.27 0.23 -1.41
0.21 0.28 0.51
0.33 -0.16 0.33
1.69 -1.33 -1.72
-0.15 -1.34 0.51

Summary:
* highest occupied orbital energy: -7.36 eV
* SMILES: C[C@@H]1CNN=[N+]1[S-]
* energy relative to the best compared isomer or geometry (same formula, charge and spin): 80.5 kcal/mol
* charge: 0